Run a
{
  "formula": "C2H3NO2S",
  "method": "ωB97M-V/def2-TZVPD",
  "multiplicity": 3,
  "e_homo_ha": [-0.255, -0.353],
  "charge": 0,
  "s2": 2.011,
  "homo_lumo_gap_ev": [7.408, 6.002],
  "elements": ["C", "C", "N", "O", "O", "S", "H", "H", "H"],
  "coordinates": [[-0.454, -0.799, 0.682], [0.710, -0.191, 0.764], [-1.468, -1.342, 0.383], [-0.974, 1.789, -1.142], [1.468, 1.867, -1.586], [0.221, 1.078, -1.531], [0.926, 0.429, 1.556], [1.435, -0.613, 0.230], [-1.865, -2.218, 0.645]],
  "nbo_charge": [0.4954, -0.6042, -0.5823, -0.8144, -0.8003, 1.3931, 0.2523, 0.2432, 0.4173]
}

***

Run b
{
  "formula": "C2H3NO2S",
  "method": "ωB97M-V/def2-TZVPD",
  "multiplicity": 3,
  "e_homo_ha": [-0.330, -0.355],
  "charge": 0,
  "s2": 2.007,
  "homo_lumo_gap_ev": [9.797, 8.645],
  "elements": ["C", "C", "N", "O", "O", "S", "H", "H", "H"],
  "coordinates": [[0.010, -0.697, -0.278], [-1.444, -0.188, -0.428], [-0.507, -0.130, 0.808], [2.284, 1.412, 0.609], [0.828, -1.283, -0.865], [3.027, 0.261, 0.103], [-1.666, 0.821, -0.965], [-2.419, -0.882, -0.294], [-0.112, 0.686, 1.310]],
  "nbo_charge": [0.7050, -0.3819, -0.6243, -0.7452, -0.5336, 0.7358, 0.2089, 0.2144, 0.4209]
}

***

Preferred: run b; penalty for the next structure: 40.7 kcal/mol.

***

Run a
{
  "formula": "C4H12PS",
  "method": "ωB97M-V/def2-TZVPD",
  "multiplicity": 1,
  "e_homo_ha": -0.498,
  "charge": 1,
  "homo_lumo_gap_ev": 10.274,
  "elements": ["C", "C", "C", "C", "P", "S", "H", "H", "H", "H", "H", "H", "H", "H", "H", "H", "H", "H"],
  "coordinates": [[-1.034, -0.165, 1.376], [0.164, -1.921, -0.685], [1.733, 0.350, 0.636], [-0.637, 0.936, -1.316], [0.079, -0.248, -0.010], [-1.193, 2.475, -0.413], [-1.353, 0.861, 1.459], [-0.895, -0.885, 2.294], [-1.836, -0.711, 0.897], [1.079, -2.118, -1.165], [-0.634, -1.989, -1.308], [-0.144, -2.701, 0.062], [2.588, 0.543, 0.021], [1.937, -0.266, 1.531], [1.487, 1.341, 1.051], [0.117, 1.405, -1.907], [-1.559, 0.329, -2.272], [0.101, 2.763, -0.252]],
  "nbo_charge": [-1.0073, -0.9546, -0.9343, -0.8507, 1.5107, 0.0551, 0.2949, 0.3084, 0.2568, 0.2766, 0.2573, 0.2834, 0.2768, 0.2748, 0.2566, 0.2580, 0.3169, 0.1205]
}

***

Run b
{
  "formula": "C4H12PS",
  "method": "ωB97M-V/def2-TZVPD",
  "multiplicity": 1,
  "e_homo_ha": -0.494,
  "charge": 1,
  "homo_lumo_gap_ev": 10.585,
  "elements": ["C", "C", "C", "C", "P", "S", "H", "H", "H", "H", "H", "H", "H", "H", "H", "H", "H", "H"],
  "coordinates": [[0.211, 0.982, 1.521], [1.812, -0.931, 0.036], [0.158, 1.030, -1.629], [-1.240, -1.043, -0.098], [0.286, 0.046, -0.064], [-2.700, 0.045, -0.087], [-0.739, 1.446, 1.696], [0.847, 1.938, 1.281], [0.333, 0.284, 2.327], [1.812, -1.706, -0.732], [1.925, -1.182, 1.004], [2.577, -0.277, -0.024], [-0.010, 0.314, -2.338], [1.057, 1.409, -1.812], [-0.591, 1.692, -1.512], [-1.107, -1.591, -0.942], [-1.115, -1.590, 0.734], [-3.514, -0.867, 0.638]],
  "nbo_charge": [-0.9559, -0.9167, -0.8542, -0.7761, 1.4616, -0.0173, 0.2860, 0.2814, 0.2728, 0.2742, 0.2611, 0.2632, 0.2521, 0.2485, 0.2581, 0.2320, 0.2388, 0.1903]
}

***

Run c
{
  "formula": "C4H12PS",
  "method": "ωB97M-V/def2-TZVPD",
  "multiplicity": 1,
  "e_homo_ha": [-0.526, -0.450],
  "charge": 1,
  "homo_lumo_gap_ev": [9.467, 7.838],
  "elements": ["C", "C", "C", "C", "P", "S", "H", "H", "H", "H", "H", "H", "H", "H", "H", "H", "H", "H"],
  "coordinates": [[-0.348, 1.770, 0.488], [-1.691, -0.869, 0.158], [0.896, -0.738, 1.473], [0.854, -0.369, -1.286], [-0.102, 0.031, 0.137], [2.020, 0.787, -1.651], [0.603, 2.083, 0.856], [-0.951, 1.916, 1.350], [-0.740, 2.319, -0.330], [-1.325, -1.849, -0.219], [-2.465, -0.562, -0.519], [-1.866, -1.148, 1.188], [1.668, 0.061, 1.755], [1.197, -1.721, 1.391], [0.272, -0.801, 2.329], [0.821, -1.265, -1.758], [-1.370, 0.049, -2.662], [2.528, 0.305, -2.700]],
  "nbo_charge": [-0.9613, -0.9419, -0.9472, -0.7745, 1.5318, 0.2483, 0.2651, 0.2849, 0.2860, 0.2575, 0.2858, 0.2704, 0.2673, 0.2726, 0.2549, 0.2561, -0.0016, 0.1458]
}

***

Preferred: run b; penalty for the next structure: 19.4 kcal/mol.

***

Run a
{
  "formula": "C5H10O2S",
  "method": "ωB97M-V/def2-TZVPD",
  "multiplicity": 1,
  "e_homo_ha": -0.301,
  "charge": 0,
  "homo_lumo_gap_ev": 8.706,
  "elements": ["C", "C", "C", "C", "C", "O", "O", "S", "H", "H", "H", "H", "H", "H", "H", "H", "H", "H"],
  "coordinates": [[0.438, 0.364, -1.469], [-0.302, 1.076, 1.238], [-1.236, -1.202, 0.662], [1.325, -0.853, 0.963], [-0.054, -0.248, 0.667], [-0.196, 1.634, -3.651], [1.405, -0.067, -2.011], [-0.755, 1.342, -2.102], [-0.505, 0.976, 2.301], [-1.275, 1.591, 0.869], [0.602, 1.768, 1.001], [-1.158, -2.204, 0.431], [-2.178, -0.740, 0.073], [-1.558, -1.212, 1.701], [1.753, -0.641, 1.920], [1.205, -1.959, 0.851], [2.063, -0.504, 0.280], [0.426, 0.880, -3.724]],
  "nbo_charge": [0.2387, -0.6812, -0.6584, -0.6727, 0.1161, -0.8306, -0.6019, 0.5995, 0.2136, 0.2212, 0.2335, 0.2254, 0.2193, 0.2120, 0.2184, 0.2137, 0.2445, 0.4889]
}

***

Run b
{
  "formula": "C5H10O2S",
  "method": "ωB97M-V/def2-TZVPD",
  "multiplicity": 1,
  "e_homo_ha": -0.306,
  "charge": 0,
  "homo_lumo_gap_ev": 8.867,
  "elements": ["C", "C", "C", "C", "C", "H", "H", "H", "H", "H", "H", "H", "H", "H", "H", "O", "O", "S"],
  "coordinates": [[-0.364, -0.193, -2.436], [-0.226, -1.164, -1.337], [0.085, -0.344, 0.936], [-0.357, -0.462, 2.407], [0.435, 2.177, 0.709], [0.594, 0.363, -2.516], [-1.314, 0.190, -2.445], [-0.282, -0.696, -3.420], [-0.817, -1.970, -1.659], [0.964, -1.230, -1.260], [1.294, -0.264, 0.732], [0.618, -0.240, 3.304], [-1.404, 0.257, 2.400], [-0.580, -1.684, 2.337], [0.359, 3.230, 0.085], [-0.561, -1.099, 0.070], [-0.311, 1.149, 0.405], [1.867, 1.979, 1.689]],
  "nbo_charge": [-0.6483, -0.0466, 0.3791, -0.7058, 0.1237, 0.2206, 0.2239, 0.2281, 0.1951, 0.1610, 0.1972, 0.2862, 0.2627, 0.2444, 0.2182, -0.5244, -0.5563, -0.2587]
}

***

Preferred: run a; penalty for the next structure: 43.6 kcal/mol.

***

Run a
{
  "formula": "C3H5NO3S",
  "method": "ωB97M-V/def2-TZVPD",
  "multiplicity": 1,
  "e_homo_ha": [-0.285, -0.225],
  "charge": 0,
  "homo_lumo_gap_ev": [8.170, 5.416],
  "elements": ["C", "C", "C", "N", "O", "O", "O", "S", "H", "H", "H", "H", "H"],
  "coordinates": [[-0.859, -0.305, -1.577], [0.104, -0.393, -0.675], [1.023, 0.422, 1.374], [0.666, 1.128, 2.503], [1.330, -1.112, -0.729], [0.024, 0.242, 0.526], [-3.184, 0.030, -2.774], [-2.500, 0.395, -1.523], [-0.779, -0.833, -2.598], [2.082, -0.078, 1.271], [1.263, -1.803, -1.513], [1.070, 0.682, 3.259], [-0.241, 1.627, 2.454]],
  "nbo_charge": [-0.6490, 0.5835, 0.2025, -0.8430, -0.6968, -0.4730, -0.8558, 0.9803, 0.2510, 0.1973, 0.5042, 0.3906, 0.4082]
}

***

Run b
{
  "formula": "C3H5NO3S",
  "method": "ωB97M-V/def2-TZVPD",
  "multiplicity": 1,
  "e_homo_ha": -0.338,
  "charge": 0,
  "homo_lumo_gap_ev": 9.055,
  "elements": ["O", "C", "N", "O", "C", "C", "O", "S", "H", "H", "H", "H", "H"],
  "coordinates": [[-2.199, -3.012, 0.688], [-1.715, -2.225, -0.101], [-1.373, -0.939, 0.256], [-1.026, -0.035, -0.725], [0.360, 0.080, -0.942], [1.115, 0.948, 0.079], [0.941, 0.592, 1.369], [1.937, 2.312, -0.316], [-1.195, -2.512, -1.055], [-1.958, -0.572, 0.989], [0.407, 0.528, -1.979], [0.777, -0.936, -0.985], [0.295, -0.100, 1.432]],
  "nbo_charge": [-0.5537, 0.5128, -0.3864, -0.3610, -0.1691, 0.1871, -0.6442, -0.0192, 0.1176, 0.3915, 0.2417, 0.1955, 0.4877]
}

***

Preferred: run b; penalty for the next structure: 45.9 kcal/mol.